No. 1
C2H7N3 | ωB97M-V/def2-TZVPD

The geometry in XYZ format:
```
12
Properties=species:S:1:pos:R:3:forces:R:3
H -0.959 0.318 -1.953 0.742 1.341 -1.183
N -0.108 0.818 -1.620 -0.790 -1.435 -0.045
C -0.081 0.208 -0.507 -2.346 0.581 1.461
C -1.420 -0.655 -0.056 3.160 -1.146 1.606
N 0.750 0.536 0.568 0.091 3.564 -3.552
N 1.069 -0.520 1.334 1.495 -2.677 1.943
H -1.993 -1.014 -1.008 0.688 0.890 2.252
H -0.990 -1.603 0.597 -1.630 1.931 -2.053
H -1.843 0.021 0.788 -0.149 -1.142 -1.975
H 1.462 1.400 0.320 -1.853 -3.508 1.108
H 1.078 -1.412 0.841 1.625 0.293 -1.335
H 0.272 -0.868 1.819 -1.032 1.308 1.773
```
Positions in Å, forces in eV/Å.

Values from the calculation:
* orbital gap: 10.0 eV
* multiplicity: 1
* net charge: 0
* total energy: -6654.577 eV
* SMILES: [H]/N=C(\C)NN
* ΔE to the lowest compared entry with this formula, charge and spin: 77.91 kcal per mole

No. 2
C3H8CsO | ωB97M-V/def2-TZVPD

The geometry in XYZ format:
```
13
Properties=species:S:1:pos:R:3:forces:R:3
Cs -15.947 9.856 8.225 -0.022 -0.087 -0.237
C -17.721 9.022 12.212 -0.105 0.472 -0.458
C -16.375 8.700 11.555 -0.545 -1.139 1.429
C -15.301 8.419 12.589 1.060 -0.799 -0.589
O -16.577 7.525 10.699 0.460 1.662 -0.693
H -18.393 9.556 11.540 -0.056 -0.293 -0.383
H -17.669 9.704 13.060 0.393 -0.300 0.273
H -18.186 8.072 12.476 -0.079 0.163 0.285
H -15.996 9.555 10.995 -0.267 -0.323 -0.532
H -15.595 7.663 13.318 -0.261 0.378 0.359
H -14.798 9.288 13.013 -0.731 0.207 0.399
H -14.459 7.951 12.080 0.062 -0.192 -0.345
H -16.628 6.695 11.178 0.091 0.251 0.492
```
Positions in Å, forces in eV/Å.

Values from the calculation:
* orbital gap (spin up / spin down): 3.5 / 11.2 eV
* multiplicity: 2
* net charge: 0
* total energy: -5833.861 eV
* ΔE to the lowest compared entry with this formula, charge and spin: 6.05 kcal per mole

No. 3
C7H6O | ωB97M-V/def2-TZVPD

The geometry in XYZ format:
```
14
Properties=species:S:1:pos:R:3:forces:R:3
C 0.381 0.087 0.114 0.383 5.134 -1.021
C -0.479 -0.894 0.560 -3.163 -5.311 1.722
C -1.786 -0.943 0.176 -1.269 -0.975 2.843
C -2.001 0.289 -0.521 0.371 3.455 -1.289
C -0.677 0.889 -0.681 -5.214 3.584 -2.449
C 1.715 -0.377 -0.273 9.421 -0.193 -2.206
C 3.056 -0.444 -0.421 -10.342 0.427 0.691
H 1.921 1.341 0.908 -5.758 -1.065 1.142
H 0.066 -1.644 1.006 0.341 -2.187 1.505
H -2.780 -1.575 0.639 3.578 1.385 -1.578
H -3.279 0.696 -0.657 4.753 -0.866 0.038
H -0.712 2.142 -0.974 0.832 -4.092 0.868
H 3.907 -0.662 -1.025 0.344 -0.087 0.262
O 0.667 1.096 1.150 5.722 0.791 -0.528
```
Positions in Å, forces in eV/Å.

Values from the calculation:
* orbital gap: 7.9 eV
* multiplicity: 1
* net charge: 0
* total energy: -9393.717 eV
* ΔE to the lowest compared entry with this formula, charge and spin: 196.09 kcal per mole